Below is a cluster of 2 separate species, C16H17N in total, with properties calculated with wB97M-V/def2-TZVPD.

Last column: Löwdin charge in e.
CARTESIAN COORDINATES (ANGSTROEM)
C1 2.53700 -1.73249 2.96508  -0.038
C2 1.14603 -1.30962 2.63435  -0.254
C3 0.55735 -1.60651 1.47013  -0.055
N1 -0.73252 -1.08286 1.48298  0.069
C4 -0.93180 -0.35357 2.59302  -0.265
C5 -1.90563 0.40877 3.12293  -0.037
C6 -1.67851 1.27261 4.26275  -0.086
C7 -0.57614 1.03844 5.07659  -0.096
C8 0.53992 0.27287 4.52597  0.005
C9 0.28261 -0.44278 3.34600  -0.146
H1 2.83952 -2.49952 2.23723  0.081
H2 2.78721 -2.03299 3.89775  0.035
H3 3.23145 -0.92494 2.69395  0.090
H4 0.96910 -2.27913 0.72069  0.129
H5 -1.36901 -1.25281 0.67533  0.172
H6 -2.97863 0.16801 2.83004  0.125
H7 -2.44173 1.90482 4.67720  0.085
H8 -0.61868 1.27581 6.09224  0.071
H9 1.45616 0.30053 5.17148  0.117
C10 -0.95709 2.43810 -3.14687  -0.033
C11 -0.22363 1.17448 -3.69498  -0.264
C12 0.79715 1.10235 -4.64837  -0.088
C13 0.95005 -0.01075 -5.40318  -0.100
C14 0.27644 -1.12580 -4.87422  -0.124
C15 -0.49213 -1.24160 -3.73586  -0.054
C16 -0.84443 0.04575 -3.16852  -0.055
H10 -0.51846 3.26924 -3.63295  0.055
H11 -0.79546 2.45494 -2.13531  0.050
H12 -1.94305 2.45067 -3.49937  0.066
H13 1.10841 2.21923 -4.95068  0.152
H14 1.69959 0.05338 -6.21126  0.117
H15 0.42515 -1.96247 -5.57157  0.101
H16 -0.89174 -2.09695 -3.26699  0.081
H17 -1.70449 0.10480 -2.53559  0.098

Atoms 1-2, force components in eV/Å:
0.311 1.256 -4.035
1.471 -0.144 0.205

Largest force on an atom ... 5.4 eV Å⁻¹
E_HOMO ... -7.551 eV
LUMO level ... 0.64 eV
Relative energy (zero: lowest compared OMol25 entry of this formula, charge and spin) ... 314.6 kJ/mol
SMILES ... Cc1c[nH]c2ccccc12.Cc1ccccc1